This record from OMol25 describes a cluster of 2 separate species, CH3ClFP in total. The level of theory is ωB97M-V/def2-TZVPD.

Structure (XYZ):
```
7
CH3ClFP | OMol25 | ωB97M-V/def2-TZVPD
C -1.818 0.585 -0.189
F -2.991 0.388 0.427
P 3.012 -1.305 0.817
Cl 1.317 -0.245 0.467
H -1.734 0.075 -1.146
H -1.510 1.565 0.038
H 3.724 -1.063 -0.414
```

Values from the calculation:
HOMO energy (spin up / spin down) = -8.7 / -8.7 eV
Orbital gap (spin up / spin down) = 0.270 / 0.326 hartree
ΔE to the lowest compared entry with this formula, charge and spin = 110.5 kcal per mole
LUMO energy (spin up / spin down) = -1.3651 / 0.1667 eV
Largest force on an atom = 1.418 eV/A
M = 100.46 g/mol